(1)
ORCA calculation (ωB97M-V/def2-TZVPD) on a single C23H15N3O3S2 molecule at a distorted geometry.

Values from the calculation:
* HOMO-LUMO gap: 7.6 eV
* DFT total energy: -2071.72158 hartree
* HOMO energy: -8.07 eV
* multiplicity: 1
* SMILES: O=C(O)c1cc2ccc(-n3c(-c4cccc(Oc5ccccc5)c4)n[nH]c3=S)cc2s1
* LUMO level: -0.44 eV
* net charge: 0

Last column: Löwdin charge in e.
Geometry (Å):
O (4.247, 4.368, -2.763)  0.0875
S (1.885, 1.554, 4.826)  0.6474
N (-0.238, -1.523, 4.224)  0.1492
O (2.430, 5.761, -2.795)  0.1052
O (-1.452, -1.321, -1.632)  0.0077
S (3.470, 2.884, -0.122)  1.1122
C (3.169, 4.716, -2.334)  -0.5483
C (0.855, 0.410, 4.298)  -0.8888
C (-0.447, -0.764, 3.133)  -0.2116
C (2.613, 3.803, -1.365)  -0.3859
C (1.195, 3.970, -1.102)  0.0478
C (0.468, -4.333, -3.713)  -0.0919
C (0.349, -2.998, -4.293)  -0.0535
C (-0.089, -4.665, -2.504)  -0.0799
C (-3.608, -1.773, 1.452)  -0.0380
C (-0.279, -2.014, -3.509)  -0.0317
C (-0.878, -3.696, -1.786)  0.0305
C (-3.218, -1.679, 0.091)  0.0229
C (-2.587, -1.643, 2.377)  -0.0389
C (-0.930, -1.252, 0.699)  0.0538
C (-0.438, 3.002, 0.417)  -0.0176
C (-0.670, 1.934, 1.310)  0.0238
C (1.705, 1.564, 1.572)  -0.0085
C (-0.871, -2.345, -2.298)  -0.2674
C (-1.889, -1.342, -0.323)  -0.2249
C (1.887, 2.526, 0.562)  -0.4335
C (-1.286, -1.290, 2.062)  -0.1573
C (0.798, 3.191, 0.027)  -0.2898
C (0.367, 1.361, 2.084)  -0.2054
N (0.685, -0.735, 4.987)  0.0270
N (0.192, 0.477, 3.130)  0.0469
H (3.010, 6.299, -3.362)  0.1360
H (0.721, 4.555, -1.739)  0.0693
H (1.035, -5.039, -4.255)  0.0781
H (0.503, -2.798, -5.335)  0.0911
H (0.028, -5.560, -1.983)  0.0810
H (-4.623, -1.973, 1.710)  0.1009
H (-0.359, -0.936, -3.970)  0.1537
H (-1.374, -3.877, -0.872)  0.0898
H (-3.955, -2.151, -0.516)  0.1043
H (-2.773, -1.636, 3.406)  0.0942
H (0.100, -0.947, 0.416)  0.1459
H (-1.261, 3.626, 0.138)  0.1264
H (-1.688, 1.848, 1.651)  0.1171
H (2.542, 1.103, 2.006)  0.0846
H (0.660, -0.660, 5.993)  0.1384

Atomic forces in eV per Å
0.5 1.5 -0.7
0.8 1.3 0.7
0.1 2.4 -1.3
0.6 -0.3 0.5
-1.2 1.5 0.4
-1.5 0.4 -1.2
1.7 -1.7 -1.0
2.8 2.4 1.7
0.1 -3.1 1.5
-5.3 1.8 2.2
6.9 -3.1 2.1
0.0 2.3 -1.1
-1.5 -1.5 2.5
-1.7 3.1 1.0
2.5 0.2 -1.5
0.4 1.3 -2.3
1.9 1.9 -2.8
0.6 -0.4 0.6
-0.5 0.9 0.2
0.7 1.6 -0.2
-3.4 -2.8 2.6
-0.3 1.6 1.9
-2.3 1.4 0.1
0.1 -2.5 1.2
-0.4 -2.4 1.7
1.0 -2.1 1.8
-0.6 0.2 -2.1
3.2 1.8 -3.0
2.2 1.2 -3.9
-2.2 -0.3 -2.6
-1.5 -3.8 1.2
-0.1 -0.4 0.0
-2.7 2.5 -2.4
0.4 -0.8 -0.5
0.8 0.0 -0.2
0.3 -1.7 0.1
-0.4 -0.3 0.2
0.0 -2.2 1.3
-0.3 -0.4 0.9
-0.3 0.6 -1.4
-0.6 -0.2 1.4
-0.7 -0.4 0.1
-0.3 0.0 -0.6
-0.2 -0.5 0.1
0.8 -0.6 0.6
0.0 -0.5 0.0

***

(2)
ORCA calculation (ωB97M-V/def2-TZVPD) on 2 unconnected molecules or ions with the total composition C4H12 at a distorted geometry.

Values from the calculation:
* HOMO-LUMO gap: 12.4 eV
* DFT total energy: -159.56499 hartree
* HOMO energy: -11.27 eV
* multiplicity: 1
* SMILES: CC.CC
* LUMO level: 1.15 eV
* net charge: 0

Last column: Löwdin charge in e.
Geometry (Å):
C (-0.392, 1.881, -0.989)  -0.1735
C (0.824, 1.260, -1.644)  -0.1731
H (-1.057, 1.091, -0.646)  0.0289
H (-0.137, 2.448, -0.100)  0.0665
H (-1.079, 2.384, -1.671)  0.0675
H (1.560, 2.013, -1.972)  0.0627
H (1.340, 0.541, -1.019)  0.0572
H (0.599, 0.930, -2.664)  0.0647
C (0.374, -1.680, 1.839)  -0.1590
C (-0.768, -1.484, 0.836)  -0.1562
H (1.257, -2.073, 1.342)  0.0589
H (0.745, -0.722, 2.215)  0.0605
H (0.047, -2.183, 2.723)  0.0503
H (-0.844, -2.214, 0.037)  0.0608
H (-0.794, -0.554, 0.280)  0.0193
H (-1.673, -1.638, 1.431)  0.0645

Atomic forces in eV per Å
-0.6 -0.9 0.1
0.5 1.3 -1.4
0.1 -0.2 0.3
-0.1 0.4 -0.1
0.6 0.7 -0.1
0.0 0.2 0.8
-0.1 -0.3 -0.2
-0.3 -1.0 0.4
0.7 1.5 -1.1
-0.7 -0.5 0.5
0.0 -0.7 0.3
-0.3 0.2 -0.1
0.1 -0.9 0.3
0.4 -0.6 0.1
0.1 0.3 0.5
-0.3 0.5 -0.5

***

(3)
ORCA calculation (ωB97M-V/def2-TZVPD) on a molecular structure, C43H36N6O5PRuS3.

Values from the calculation:
* HOMO-LUMO gap (alpha / beta): 7.0 / 6.5 eV
* DFT total energy: -3995.82630 hartree
* HOMO energy (alpha / beta): -7.81 / -7.77 eV
* multiplicity: 2
* expectation value of S²: 0.758
* LUMO level (alpha / beta): -0.79 / -1.25 eV
* net charge: 0

Last column: Löwdin spin population.
Geometry (Å):
Ru (0.914, -0.228, -0.755)  0.7561
N (-2.029, 0.249, -3.860)  0.0038
C (-1.278, 0.120, -2.754)  0.0139
S (0.415, -0.281, -2.978)  0.1479
N (-1.877, 0.211, -1.591)  0.0079
N (-1.036, 0.127, -0.543)  -0.0100
C (-1.504, 0.315, 0.667)  0.0092
C (-2.895, 0.744, 0.961)  0.0003
C (-4.000, 0.082, 0.430)  0.0007
C (-5.283, 0.510, 0.728)  -0.0001
C (-5.482, 1.614, 1.545)  0.0007
C (-4.390, 2.285, 2.072)  -0.0001
C (-3.105, 1.849, 1.787)  0.0006
C (-0.541, 0.054, 1.734)  0.0028
C (-0.845, 0.083, 3.097)  0.0020
C (0.141, -0.216, 4.015)  0.0022
C (1.412, -0.565, 3.572)  0.0035
C (1.638, -0.612, 2.214)  0.0024
N (0.690, -0.309, 1.328)  0.0181
H (-1.545, 0.404, -4.727)  0.0004
H (-2.908, 0.727, -3.738)  -0.0001
H (-3.848, -0.760, -0.229)  0.0000
H (-6.134, -0.015, 0.313)  0.0000
H (-6.486, 1.952, 1.766)  0.0000
H (-4.537, 3.153, 2.702)  0.0000
H (-2.255, 2.380, 2.196)  0.0000
H (-1.846, 0.327, 3.416)  0.0000
H (-0.081, -0.190, 5.074)  0.0001
H (2.208, -0.806, 4.261)  0.0004
H (2.596, -0.885, 1.790)  -0.0001
O (2.961, -1.933, -2.901)  0.0001
S (3.705, -1.698, -1.682)  0.0000
O (5.119, -1.490, -1.794)  -0.0006
O (3.050, -0.654, -0.847)  -0.0016
C (3.485, -3.184, -0.718)  -0.0001
C (4.594, -3.976, -0.466)  0.0001
C (4.444, -5.203, 0.160)  0.0000
C (3.177, -5.649, 0.502)  -0.0001
C (2.070, -4.854, 0.254)  -0.0006
C (2.206, -3.592, -0.324)  -0.0022
P (0.703, -2.609, -0.711)  -0.0077
C (-0.488, -2.970, 0.642)  -0.0012
C (-1.840, -2.735, 0.392)  -0.0005
C (-2.783, -2.876, 1.398)  0.0002
C (-2.390, -3.238, 2.678)  -0.0007
C (-1.045, -3.449, 2.945)  0.0003
C (-0.103, -3.312, 1.937)  -0.0008
C (0.029, -3.642, -2.085)  -0.0004
C (0.437, -3.448, -3.404)  0.0022
C (0.027, -4.319, -4.403)  0.0008
C (-0.782, -5.404, -4.106)  -0.0004
C (-1.170, -5.623, -2.794)  0.0004
C (-0.765, -4.755, -1.792)  -0.0006
H (5.562, -3.618, -0.786)  0.0000
H (5.313, -5.818, 0.355)  0.0000
H (3.043, -6.623, 0.955)  0.0000
H (1.088, -5.234, 0.504)  0.0000
H (-2.160, -2.444, -0.603)  0.0000
H (-3.829, -2.699, 1.184)  0.0000
H (-3.127, -3.346, 3.462)  0.0000
H (-0.723, -3.718, 3.943)  0.0001
H (0.941, -3.474, 2.169)  -0.0001
H (1.096, -2.633, -3.652)  0.0014
H (0.356, -4.144, -5.418)  0.0000
H (-1.098, -6.081, -4.889)  0.0000
H (-1.787, -6.475, -2.540)  0.0000
H (-1.077, -4.966, -0.780)  0.0000
C (-1.709, 7.992, 0.997)  0.0000
C (-1.155, 6.790, 0.282)  0.0001
C (-1.529, 5.499, 0.647)  0.0000
C (-1.011, 4.396, -0.010)  0.0000
C (-0.102, 4.576, -1.037)  -0.0004
C (0.276, 5.851, -1.427)  0.0000
C (-0.251, 6.949, -0.765)  0.0000
S (0.469, 3.153, -1.941)  0.0011
O (-0.718, 2.614, -2.554)  0.0051
O (1.523, 3.597, -2.815)  0.0010
N (0.989, 2.120, -0.801)  -0.0012
C (2.186, 2.462, -0.167)  0.0002
C (2.874, 3.692, -0.200)  0.0010
C (4.052, 3.810, 0.502)  -0.0008
C (4.563, 2.730, 1.211)  0.0027
C (3.823, 1.567, 1.190)  0.0040
N (2.666, 1.455, 0.550)  0.0356
H (-2.484, 7.707, 1.707)  0.0000
H (-2.141, 8.702, 0.291)  0.0000
H (-0.924, 8.514, 1.546)  0.0000
H (-2.243, 5.359, 1.451)  0.0000
H (-1.315, 3.393, 0.255)  0.0000
H (0.975, 5.969, -2.244)  0.0000
H (0.045, 7.946, -1.068)  0.0000
H (2.524, 4.522, -0.785)  0.0002
H (4.591, 4.749, 0.475)  -0.0001
H (5.503, 2.786, 1.741)  0.0003
H (4.178, 0.671, 1.691)  0.0007

Atomic forces in eV per Å
0.2 0.2 -0.4
-0.1 0.0 0.0
0.5 -0.1 0.1
-0.2 0.0 0.1
-0.3 0.1 0.1
-0.2 -0.1 0.4
-0.1 0.0 -0.6
0.0 0.0 0.0
0.0 0.0 0.0
0.0 0.0 0.0
0.0 0.0 0.0
0.0 0.0 0.0
0.0 -0.1 -0.1
0.2 -0.1 0.3
0.0 0.1 -0.1
0.0 0.0 0.0
-0.1 0.0 0.0
0.1 0.0 0.0
-0.1 0.0 0.0
0.0 0.0 0.0
0.0 0.0 0.0
0.0 0.0 0.0
0.0 0.0 0.0
0.0 0.0 0.0
0.0 0.0 0.0
0.0 0.0 0.0
0.0 0.0 0.0
0.0 0.0 0.0
0.0 0.0 0.0
0.0 0.0 0.0
0.1 -0.1 0.0
0.0 0.0 0.0
0.0 0.0 0.0
-0.2 0.2 0.0
-0.1 0.0 0.0
0.0 0.0 0.0
0.0 0.0 0.0
0.0 0.0 0.0
0.0 0.1 0.0
0.1 0.0 0.0
-0.2 -0.2 0.0
0.1 0.0 0.0
0.0 -0.1 0.0
0.0 -0.1 0.0
0.1 0.0 0.0
0.0 0.0 0.0
0.0 0.0 0.0
0.0 0.0 0.0
0.1 0.0 0.0
0.0 0.0 0.0
0.0 0.0 0.0
0.0 0.0 0.0
0.0 0.1 0.0
0.0 0.0 0.0
0.0 0.0 0.0
0.0 0.0 0.0
0.0 0.0 0.0
0.0 0.0 0.0
0.0 0.0 0.0
0.0 0.0 0.0
0.0 0.0 0.0
0.0 0.0 0.0
0.0 -0.1 0.0
0.0 0.0 0.0
0.0 0.0 0.0
0.0 0.0 0.0
0.0 0.0 0.1
0.0 0.0 0.0
0.0 0.0 0.0
0.0 0.0 0.0
0.0 0.0 0.0
0.0 0.0 -0.1
0.0 0.0 0.0
0.0 0.0 0.0
0.0 0.0 0.1
0.0 -0.1 0.1
0.0 0.0 0.0
0.4 -0.2 -0.2
0.0 0.1 0.1
-0.1 0.0 0.0
0.0 0.0 0.0
0.0 -0.1 0.0
0.0 0.1 0.0
0.1 0.1 0.2
0.0 0.0 0.0
0.0 0.0 0.0
0.0 0.0 0.0
0.0 0.0 0.0
0.0 -0.1 0.0
0.0 0.0 0.0
0.0 0.0 0.0
-0.1 0.0 -0.1
0.0 0.0 0.0
0.0 0.0 0.0
0.0 0.0 0.0

***

Respective energy relative to the best compared isomer or geometry (same formula, charge and spin) values: 17.87, 12.54, 5.48 kcal per mole.